Entry 1:
Computed, not measured: C16H30N7S2Sn as an isolated structure in a non-equilibrium geometry, with wB97M-V/def2-TZVPD.

Each line ends with the Mulliken charge.
Element x y z (Å)
Sn  -0.540  -0.186  0.241  1.0535
C  3.902  -1.264  5.328  -1.1715
C  3.522  -0.251  4.260  -0.2468
N  2.083  -0.070  4.171  -0.1127
C  1.400  -0.344  3.087  0.7207
S  -0.293  -0.049  2.978  -0.3073
N  2.073  -0.760  2.025  -1.0508
N  1.620  -1.304  0.965  0.4840
C  2.104  -2.278  0.287  0.7927
C  3.319  -3.002  0.749  -1.5346
C  1.353  -2.761  -0.879  0.4501
C  1.894  -3.746  -1.702  -0.6976
C  1.120  -4.269  -2.725  -0.5490
C  -0.168  -3.790  -2.903  -0.9492
C  -0.627  -2.796  -2.052  -0.0657
N  0.110  -2.290  -1.074  0.1489
H  4.979  -1.404  5.344  0.3518
H  3.594  -0.901  6.307  0.3930
H  3.434  -2.232  5.161  0.3298
H  3.978  0.716  4.492  0.3325
H  3.867  -0.574  3.271  0.2225
H  1.596  0.237  5.006  0.2485
H  3.641  -2.623  1.716  0.2630
H  3.100  -4.064  0.836  0.4283
H  4.136  -2.891  0.038  0.4329
H  2.898  -4.099  -1.546  0.4653
H  1.514  -5.041  -3.366  0.4800
H  -0.806  -4.165  -3.685  0.4633
H  -1.626  -2.393  -2.157  0.4472
C  -2.381  2.742  -0.349  -0.6391
C  -1.348  3.049  0.733  -0.8598
N  -0.062  2.398  0.467  -0.1105
C  0.776  3.028  -0.552  -0.8138
C  0.432  2.692  -2.010  -0.6637
S  -0.051  0.965  -2.369  0.0522
C  -1.770  1.148  -2.939  -0.6862
C  -2.881  0.914  -1.901  -0.7443
N  -2.538  1.297  -0.537  -0.0675
H  -2.066  3.196  -1.285  0.2279
H  -3.330  3.202  -0.060  0.4063
H  -1.714  2.671  1.693  0.3386
H  -1.235  4.137  0.810  0.4630
H  0.464  2.459  1.337  0.2942
H  1.808  2.727  -0.358  0.4925
H  0.726  4.123  -0.478  0.2756
H  1.327  2.877  -2.609  0.5328
H  -0.354  3.333  -2.398  0.4225
H  -1.883  0.407  -3.732  0.4374
H  -1.841  2.138  -3.392  0.5157
H  -3.150  -0.146  -1.890  0.3221
H  -3.748  1.480  -2.265  0.3961
H  -3.288  0.975  0.071  0.3273
N  -2.476  -1.743  0.810  -0.5987
H  -3.167  -1.991  0.101  0.2813
H  -3.001  -1.387  1.608  0.3000
H  -2.087  -2.634  1.121  0.2752

Computed properties:
- Spin multiplicity: 1
- Energy above the lowest of the compared OMol25 structures with the same formula, charge and spin: 53.36 kcal/mol
- LUMO energy (spin up / spin down): -11.66 / -11.74 eV
- Kohn-Sham gap (spin up / spin down): 5.33 / 5.87 eV
- Total charge: +3

***

Entry 2:
Computed, not measured: C16H31As2FeN2SSeSi as an isolated structure, with wB97M-V/def2-TZVPD.

Each line ends with the Mulliken charge.
Element x y z (Å)
Fe  0.295  0.000  -0.120  -0.6853
C  -1.025  -3.409  -1.646  -1.2552
As  -1.413  -1.683  -0.882  0.8600
C  -2.823  -2.075  0.381  -1.0162
C  -2.322  -0.699  -2.282  0.2862
C  -2.987  -1.386  -3.293  -0.4876
C  -3.638  -0.691  -4.302  -0.7555
C  -3.635  0.695  -4.304  -0.7581
C  -2.980  1.389  -3.296  -0.4937
C  -2.319  0.702  -2.283  0.2562
As  -1.406  1.686  -0.885  0.8607
C  -0.999  3.404  -1.659  -1.2571
C  -2.818  2.100  0.368  -1.0120
H  -1.961  -3.938  -1.814  0.4266
H  -0.416  -3.970  -0.941  0.4037
H  -0.483  -3.289  -2.581  0.4144
H  -3.723  -2.332  -0.175  0.4249
H  -3.010  -1.214  1.017  0.2288
H  -2.514  -2.917  0.999  0.4224
H  -3.006  -2.468  -3.306  0.3166
H  -4.145  -1.234  -5.089  0.4176
H  -4.139  1.239  -5.091  0.4177
H  -2.994  2.472  -3.312  0.3124
H  -0.451  3.273  -2.589  0.4167
H  -0.390  3.965  -0.953  0.4002
H  -1.929  3.940  -1.837  0.4247
H  -3.711  2.370  -0.194  0.4254
H  -2.502  2.939  0.987  0.4207
H  -3.022  1.242  1.003  0.2350
S  2.091  -0.050  -1.507  -0.2949
C  3.806  -0.037  -1.462  0.4097
N  4.544  -0.505  -2.452  -0.1370
C  5.983  -0.337  -2.198  -0.4107
C  5.999  0.329  -0.802  -0.4125
N  4.565  0.447  -0.495  -0.0352
H  4.144  -0.903  -3.285  0.1860
H  6.430  0.294  -2.962  0.2927
H  6.481  -1.304  -2.200  0.2926
H  6.464  1.312  -0.819  0.2959
H  6.496  -0.285  -0.055  0.2943
H  4.183  0.850  0.343  0.1594
C  -0.526  1.566  4.873  -0.9440
Si  0.377  0.005  4.496  0.1585
C  -0.520  -1.557  4.884  -0.9401
C  2.180  0.009  4.877  -0.9277
Se  0.368  0.002  2.095  0.3421
H  -0.562  1.710  5.957  0.3637
H  -1.553  1.527  4.507  0.3154
H  -0.025  2.431  4.438  0.3290
H  -0.556  -1.694  5.969  0.3669
H  -0.014  -2.422  4.455  0.3291
H  -1.546  -1.524  4.516  0.3131
H  2.325  0.005  5.961  0.3769
H  2.664  0.900  4.476  0.3076
H  2.669  -0.877  4.470  0.3191

Computed properties:
- Spin multiplicity: 6
- Energy above the lowest of the compared OMol25 structures with the same formula, charge and spin: 2.25 kcal/mol
- LUMO energy (spin up / spin down): -4.56 / -7.29 eV
- Kohn-Sham gap (spin up / spin down): 9.47 / 7.45 eV
- Total charge: +2

***

Entry 3:
Computed, not measured: C16H31BN4O3S as an isolated structure in a non-equilibrium geometry, with wB97M-V/def2-TZVPD.

Each line ends with the Mulliken charge.
Element x y z (Å)
C  -6.132  -2.266  -0.011  -1.0894
C  -4.735  -2.678  -0.579  -0.3348
B  -3.501  -2.098  0.270  0.0937
O  -2.818  -2.885  1.193  -0.3390
C  -3.080  -0.589  -0.042  0.4537
C  -4.097  0.445  0.159  -0.3698
C  -3.872  1.758  -0.108  -0.8215
C  -2.568  2.095  -0.613  1.1430
N  -2.266  3.365  -0.939  -0.7116
S  -0.713  3.240  -1.425  0.1965
N  -0.397  1.668  -1.255  -0.6314
C  -1.532  1.110  -0.793  0.2120
C  -1.837  -0.256  -0.490  -0.8143
H  -6.870  -3.016  -0.344  0.3130
H  -6.120  -2.311  1.090  0.3126
H  -6.478  -1.293  -0.381  0.3159
H  -4.583  -2.283  -1.601  0.2834
H  -4.661  -3.779  -0.618  0.3240
H  -3.291  -2.981  2.028  0.2488
H  -5.088  0.176  0.532  0.3331
H  -4.649  2.509  0.029  0.4035
H  -1.073  -1.022  -0.641  0.4503
C  1.516  -3.963  3.576  -1.5370
C  0.404  -3.599  2.596  0.5346
C  -0.004  -4.757  1.670  -0.4087
O  0.903  -5.013  0.610  -0.4217
C  2.027  -5.797  0.963  -0.6548
N  0.811  -2.413  1.837  -0.7053
H  2.496  -3.994  3.099  0.2803
H  1.574  -3.219  4.372  0.3925
H  1.329  -4.934  4.040  0.3430
H  -0.476  -3.336  3.190  0.3227
H  -0.945  -4.483  1.190  0.0804
H  -0.200  -5.676  2.240  0.4313
H  1.780  -6.551  1.715  0.3021
H  2.843  -5.163  1.318  0.2243
H  2.374  -6.307  0.063  0.2656
H  0.027  -2.112  1.262  0.2016
H  1.509  -2.710  1.160  0.3356
C  2.455  4.952  -0.690  -1.3308
C  3.368  3.975  -1.421  0.3468
C  4.770  4.537  -1.712  -0.7115
O  4.826  5.456  -2.788  -0.3833
C  4.450  6.781  -2.459  -0.6363
N  2.694  3.530  -2.646  -0.5568
H  2.061  5.727  -1.348  0.2877
H  1.599  4.422  -0.274  0.2457
H  2.976  5.439  0.137  0.3741
H  3.498  3.106  -0.769  0.3362
H  5.410  3.701  -2.009  0.3567
H  5.222  4.970  -0.810  0.4031
H  4.751  7.051  -1.442  0.2946
H  3.374  6.919  -2.583  0.2260
H  4.951  7.453  -3.157  0.2567
H  3.251  2.800  -3.082  0.2616
H  2.737  4.298  -3.312  0.2713

Computed properties:
- Spin multiplicity: 1
- LUMO energy: -0.33 eV
- Kohn-Sham gap: 8.61 eV

***

| no. | DFT total energy (eV) |
| --- | --- |
| 1 | -54985.10537 |
| 2 | -260186.42461 |
| 3 | -40708.80658 |